[1]
The following is a quantum chemistry calculation of C69H63F3N2O2P2PdS as an isolated structure at a distorted geometry, from the Open Molecules 2025 dataset.

```
143
Properties=species:S:1:pos:R:3:forces:R:3
F 3.79773 -4.60486 -4.15904 0.10 -0.47 0.40
C 3.33515 -5.73577 -3.54518 -0.76 -0.13 -0.15
F 3.91729 -6.79405 -4.17755 0.01 0.52 0.43
F 3.83632 -5.71571 -2.26798 0.29 0.04 -0.53
C 1.83929 -5.81368 -3.55383 1.37 0.20 -0.12
C 1.21456 -7.05948 -3.56806 -0.80 0.16 0.06
C -0.16718 -7.11837 -3.54745 0.27 0.40 0.06
C -0.96302 -5.92264 -3.51571 0.05 0.06 -0.01
C -2.35620 -6.02890 -3.50575 -0.91 -0.05 0.00
S -3.43002 -4.69173 -3.59154 0.00 -1.70 -0.02
C -5.07732 -5.45110 -3.58207 0.02 -0.36 0.02
C -5.72154 -5.77131 -4.78316 -0.09 -0.05 0.30
C -6.98083 -6.38059 -4.74922 0.05 0.11 0.19
C -7.60142 -6.66464 -3.52748 0.38 0.12 0.02
C -6.94672 -6.34113 -2.33340 0.04 0.09 -0.21
C -5.68804 -5.73194 -2.35769 -0.18 -0.10 -0.21
O -3.38052 -3.89939 -2.37386 0.02 0.82 0.20
O -3.34393 -3.99950 -4.85796 0.06 0.72 -0.13
C -0.26656 -4.67178 -3.49023 0.07 0.07 0.06
C 1.10893 -4.62730 -3.49908 -0.39 -0.34 -0.02
H 1.80914 -7.96780 -3.59236 -0.08 0.11 -0.04
H -0.68502 -8.07367 -3.56252 0.11 0.09 -0.01
H -2.84881 -6.99599 -3.46681 0.03 0.22 -0.08
H -5.25030 -5.53818 -5.73652 0.00 -0.03 0.28
H -7.48213 -6.62839 -5.68511 0.12 0.06 0.23
H -8.58546 -7.13820 -3.50500 0.31 0.15 -0.01
H -7.41737 -6.55619 -1.37491 0.07 0.03 -0.21
H -5.18532 -5.46562 -1.42931 -0.04 -0.05 -0.26
H -0.81074 -3.72813 -3.45975 -0.07 -0.31 -0.03
H 1.62181 -3.66927 -3.46629 -0.02 -0.13 -0.06
C 5.93975 6.77735 -0.54015 -0.06 0.16 0.04
N 5.11909 5.88621 -1.33332 -0.16 0.21 -0.06
C 5.26589 6.05914 -2.76330 0.09 -0.22 -0.04
C 4.52082 4.77294 -0.80093 0.08 -0.23 0.17
C 4.33393 3.61268 -1.58843 0.11 -0.10 0.27
C 3.84558 2.45144 -1.01515 -0.35 0.47 0.02
C 3.37479 2.43701 0.31396 0.02 -0.23 0.06
C 2.74373 1.24317 0.88733 0.39 -0.55 -0.10
C 2.46714 0.09699 0.10037 -0.09 0.18 -0.04
C 1.62986 -0.98312 0.51325 0.90 0.51 0.55
C 1.70956 -1.65859 1.77561 -0.27 -0.31 0.17
C 0.90452 -2.80450 1.98215 0.07 0.21 0.01
C 0.91502 -3.48247 3.17726 0.02 -0.05 0.24
C 1.64542 -2.96885 4.28312 -0.19 0.01 -0.07
N 1.56648 -3.55316 5.51327 0.05 0.05 -0.06
C 2.06385 -2.88093 6.69582 0.16 0.09 0.03
C 1.08611 -4.90826 5.69563 -0.21 -0.14 0.00
C 2.47285 -1.83296 4.07861 0.17 -0.03 -0.28
C 2.57883 -1.26767 2.81997 -0.29 -0.24 0.21
Pd 0.51916 1.12260 0.55908 0.90 -0.92 0.29
P -0.18946 2.00162 -1.42072 0.22 -0.05 -0.46
C -1.83935 1.36844 -1.85390 -0.42 0.28 -0.26
C -2.92259 2.23021 -2.10063 0.05 -0.46 -0.20
C -4.15062 1.69819 -2.49878 -0.02 -0.17 0.11
C -4.32692 0.31544 -2.61426 0.24 0.29 0.04
C -3.26808 -0.54222 -2.31201 0.03 -0.12 0.03
C -2.03441 -0.02545 -1.91578 -0.22 0.42 -0.07
C -0.21067 3.80629 -1.34803 -0.02 0.55 -0.46
C -0.69371 4.58139 -2.41853 0.08 0.34 0.49
C -0.71452 5.97352 -2.30760 0.01 -0.07 -0.05
C -0.22265 6.60345 -1.15981 0.00 -0.20 0.07
C 0.32678 5.83454 -0.13207 0.07 0.09 -0.06
C 0.35077 4.44653 -0.23105 -0.27 -0.13 -0.28
C 0.93382 1.64264 -2.82073 0.07 0.15 -0.76
C 1.67163 2.65198 -3.47151 -0.09 -0.42 0.09
C 2.65559 2.31820 -4.40180 0.01 -0.19 -0.02
C 2.93390 0.98160 -4.69506 -0.05 0.13 0.12
C 2.17778 -0.02516 -4.08800 -0.13 0.01 0.05
C 1.16654 0.30110 -3.18051 0.33 0.30 -0.06
P -0.86236 1.44013 2.39436 0.19 -0.38 0.11
C 0.06958 2.31627 3.69331 -0.04 0.42 0.50
C -0.27237 3.59976 4.15722 0.32 -0.40 0.07
C 0.54779 4.24535 5.08610 0.13 -0.12 0.01
C 1.70461 3.62774 5.56833 -0.07 -0.02 -0.14
C 2.04385 2.34880 5.11586 -0.20 -0.05 -0.05
C 1.22654 1.69202 4.19580 0.05 0.32 -0.10
C -2.41710 2.36530 2.18008 -0.57 0.20 0.24
C -3.68310 1.84693 2.51108 0.29 0.35 -0.11
C -4.82842 2.61723 2.29317 0.06 0.08 -0.06
C -4.73741 3.89582 1.73832 0.17 -0.15 -0.01
C -3.48320 4.40847 1.40013 -0.03 0.00 0.12
C -2.33664 3.65850 1.63973 -0.01 -0.19 -0.08
C -1.35997 -0.13495 3.15844 -0.46 -0.28 0.47
C -1.17298 -0.41459 4.52332 -0.24 -0.09 -0.27
C -1.65073 -1.60823 5.06383 -0.06 -0.14 -0.08
C -2.34750 -2.52004 4.26735 0.18 0.15 0.02
C -2.53194 -2.24705 2.91113 -0.08 -0.08 -0.10
C -2.03534 -1.07241 2.35090 0.29 0.13 0.35
C 3.49934 3.61639 1.08148 0.21 -0.15 -0.28
C 4.09681 4.74870 0.55475 -0.07 -0.18 -0.17
H 5.90650 6.49402 0.51327 0.11 0.11 -0.23
H 6.98623 6.74041 -0.88444 -0.20 -0.05 0.12
H 5.59063 7.81301 -0.64829 0.08 -0.13 0.12
H 4.39538 5.65255 -3.29044 0.18 0.18 0.10
H 5.34376 7.13212 -2.97756 -0.05 -0.25 0.00
H 6.17369 5.56277 -3.14675 -0.16 0.11 0.00
H 4.62648 3.61456 -2.63825 0.02 -0.10 0.38
H 3.80766 1.55086 -1.62431 -0.07 0.27 0.04
H 2.72737 1.16844 1.97725 -0.36 0.32 -0.36
H 2.86344 0.03822 -0.91226 -0.67 0.35 -0.02
H 1.11620 -1.51183 -0.29311 0.13 0.01 0.17
H 0.26231 -3.14830 1.16791 0.19 0.04 0.23
H 0.31965 -4.38951 3.29463 0.11 0.42 -0.07
H 1.81903 -1.81058 6.66339 -0.01 -0.27 0.07
H 1.58837 -3.32858 7.57733 0.14 0.19 -0.22
H 3.15755 -2.97926 6.79861 -0.21 0.01 0.04
H 1.22767 -5.49533 4.78182 0.05 0.08 0.29
H 1.65414 -5.37832 6.51011 -0.15 0.06 -0.28
H 0.01699 -4.93429 5.96158 0.20 -0.02 -0.06
H 3.08181 -1.44946 4.90031 -0.07 -0.24 -0.38
H 3.35511 -0.52985 2.62795 -0.25 -0.11 0.16
H -2.80561 3.30946 -2.00790 -0.05 -0.32 -0.03
H -4.97300 2.37373 -2.73216 0.15 -0.15 0.10
H -5.28452 -0.09511 -2.93915 0.30 0.12 0.10
H -3.39425 -1.62303 -2.39448 0.02 0.18 0.05
H -1.22862 -0.71463 -1.65565 -0.20 0.18 -0.09
H -1.04323 4.09820 -3.33393 0.03 0.14 0.32
H -1.11931 6.56734 -3.12663 0.11 -0.10 0.19
H -0.26261 7.69103 -1.06264 0.02 -0.35 -0.09
H 0.74097 6.30489 0.76121 -0.11 -0.03 -0.27
H 0.78475 3.84560 0.57761 -0.20 0.22 -0.35
H 1.49413 3.70258 -3.24583 0.07 -0.30 0.01
H 3.21692 3.11308 -4.89738 -0.14 -0.22 0.12
H 3.73550 0.72972 -5.39391 -0.32 0.04 0.21
H 2.37339 -1.07467 -4.31927 -0.09 0.32 0.02
H 0.56401 -0.49616 -2.74391 0.24 0.17 -0.07
H -1.18117 4.08750 3.80888 0.24 -0.12 0.08
H 0.27634 5.24089 5.43517 0.06 -0.23 -0.04
H 2.34142 4.13626 6.29578 -0.22 -0.14 -0.25
H 2.94416 1.84970 5.47977 -0.25 0.17 -0.04
H 1.48692 0.68280 3.86113 -0.13 0.38 0.10
H -3.77147 0.85291 2.94768 0.00 0.24 -0.13
H -5.80435 2.21312 2.55891 0.22 0.07 -0.06
H -5.63533 4.49424 1.57034 0.26 -0.24 0.04
H -3.38542 5.40043 0.95578 -0.07 -0.24 0.15
H -1.36001 4.08655 1.40703 -0.37 -0.18 -0.02
H -0.68920 0.30977 5.17979 -0.10 -0.21 -0.23
H -1.48793 -1.82151 6.12162 -0.08 0.07 -0.25
H -2.74033 -3.44275 4.70244 0.14 0.31 -0.17
H -3.06623 -2.95825 2.27657 0.17 0.22 0.19
H -2.17806 -0.87172 1.28619 0.02 -0.04 0.23
H 3.11041 3.62711 2.10080 0.12 0.00 -0.15
H 4.21424 5.64323 1.16413 -0.16 -0.27 -0.11
```
Positions in Å, forces in eV/Å.

Orbital gap = 0.102 Ha
Electronic energy = -4435.41996 Ha

Atomic partial charges in e from the Mulliken method, atoms 1 to 8: number 1, F, carries -0.275; number 2, C, carries 0.971; number 3, F, carries -0.286; number 4, F, carries -0.267; number 5, C, carries 0.194; number 6, C, carries -0.750; number 7, C, carries -1.067; number 8, C, carries 0.962

=====

[2]
The following is a quantum chemistry calculation of a 16-piece molecular cluster, C2H39N2O15 overall at a distorted geometry, from the Open Molecules 2025 dataset.

```
58
Properties=species:S:1:pos:R:3:forces:R:3
C -0.41421 -0.67292 -0.00165 -0.83 -1.88 -3.90
N -0.91290 -1.59551 -1.16465 2.60 -2.38 1.70
C 0.80640 0.01370 -0.60404 0.51 0.41 -2.70
N 0.86040 1.49204 -0.37760 -1.24 -1.56 1.68
H -0.13321 -1.19988 0.88715 -0.47 -0.27 -0.48
H -1.31222 -0.11093 0.11424 0.09 1.24 0.71
H -0.66940 -2.60290 -0.83716 -0.82 2.35 -1.01
H -1.90082 -1.60080 -1.33592 -0.51 0.27 0.54
H 0.80448 -0.04257 -1.73061 -0.86 0.01 1.05
H 1.78462 -0.48040 -0.51730 -0.35 0.49 1.16
H 1.72760 1.93500 -0.65167 -0.30 0.22 -0.72
H -0.04125 1.88370 -0.70431 1.13 0.11 -0.76
H 0.71043 1.71938 0.61251 0.61 -0.50 -0.06
H 2.66862 1.47681 -3.94826 0.83 -0.85 0.35
H 1.65225 1.86964 -3.07277 -0.02 -0.91 0.91
O 2.40619 1.22634 -3.04179 -0.50 1.44 -1.22
H 0.55713 -3.84471 0.79961 -1.02 0.22 -0.33
H -0.88824 -4.43112 1.00250 0.19 0.23 -0.28
O -0.39040 -3.72100 0.56491 0.14 -1.36 0.81
H 0.32141 4.46135 0.70170 0.20 -0.49 0.66
H 0.61106 4.22360 -0.69612 0.34 -0.51 -0.33
O 0.70290 3.75921 0.15026 -0.68 2.29 -0.08
H 1.76325 -2.56199 -2.63782 -0.54 -0.41 -0.26
H 1.36783 -4.04109 -2.31319 -0.09 0.19 0.02
O 2.11114 -3.43485 -2.39726 0.06 0.28 -0.27
H -0.06238 3.27098 -3.54505 0.31 0.01 0.05
H -0.79677 2.15803 -2.85141 0.26 -0.48 0.30
O 0.09699 2.56467 -2.90316 -1.01 0.85 -0.42
H 2.12958 -2.80878 1.72775 -0.55 0.46 -0.94
H 2.42935 -2.52035 0.25540 -0.28 0.59 0.05
O 1.69200 -2.42263 0.91980 2.05 -0.99 1.74
H 2.52033 -0.66772 1.57101 -0.20 -0.12 -0.17
H 3.38958 0.57437 1.47882 0.06 0.03 0.19
O 2.67267 0.18618 1.99317 0.25 0.15 0.03
H -0.73685 0.13069 2.40190 -0.74 -0.05 -0.75
H 0.61512 0.55868 2.62744 0.27 0.41 -1.10
O -0.07547 0.66463 1.93017 0.66 0.71 3.25
H -2.69333 -1.12403 2.05576 -0.16 0.05 0.35
H -3.43674 0.20612 2.47792 -0.05 -0.40 0.21
O -2.88031 -0.21036 1.81302 0.01 0.30 -0.25
H 4.44705 -2.23976 -0.68397 -0.05 0.04 -0.24
H 3.14524 -2.56575 -1.52104 0.71 0.22 0.57
O 3.55381 -1.92694 -0.87187 0.01 -0.45 -0.07
H 0.11441 -2.03065 2.36563 -0.43 -0.17 -0.15
H 0.02871 -1.74833 3.83630 -0.38 -0.04 0.18
O -0.53028 -1.78304 3.04721 0.64 -0.18 0.43
H -0.44947 2.35207 2.79783 0.06 0.00 -0.07
H -0.41003 3.55969 3.77039 -0.06 -0.03 0.02
O -0.80645 3.23850 2.95496 -0.07 0.13 -0.10
H -4.38254 -0.61538 -0.11065 0.64 0.77 -0.23
H -4.49503 -1.92601 -0.62624 0.46 -0.26 -0.88
O -4.02805 -1.10731 -0.86908 -1.03 -0.43 1.03
H -2.76109 1.78275 -1.46222 -0.14 0.76 -0.06
H -2.37673 0.43810 -1.65560 0.50 0.20 -1.17
O -2.27027 1.29675 -2.13319 -0.31 -1.00 1.01
H -2.30653 3.20725 0.03278 0.28 0.41 0.94
H -2.30794 2.32359 1.40035 0.34 0.77 -0.02
O -2.54027 2.38829 0.47142 -0.53 -0.87 -0.89
```
Positions in Å, forces in eV/Å.

Orbital gap = 0.321 Ha
Charge = +1
Electronic energy = -1337.44225 Ha

Atomic partial charges in e from the natural (NBO) method, atoms 1 to 8: number 1, C, carries -0.263; number 2, N, carries -0.926; number 3, C, carries -0.272; number 4, N, carries -0.702; number 5, H, carries 0.198; number 6, H, carries 0.226; number 7, H, carries 0.393; number 8, H, carries 0.376

=====

[3]
The following is a quantum chemistry calculation of a 2-piece molecular cluster, C6H12N2 overall at a distorted geometry, from the Open Molecules 2025 dataset.

```
20
Properties=species:S:1:pos:R:3:forces:R:3
C 1.52791 -1.08320 0.88873 0.11 -0.15 0.28
C 1.33596 0.09543 0.35125 -0.06 0.33 -0.01
C 1.62059 1.00983 -0.76358 0.14 -0.01 -0.04
C 0.60347 1.37545 0.29675 -0.20 0.03 0.26
N -0.78862 1.44718 -0.04370 0.05 -0.03 -0.40
C -1.65941 1.26390 1.10072 0.13 -0.06 -0.03
H 1.01846 -1.38459 1.79223 -0.10 0.00 0.11
H 2.22713 -1.79222 0.47372 0.14 -0.12 -0.16
H 2.56035 1.54210 -0.77782 0.09 0.09 0.04
H 1.25436 0.74812 -1.74626 -0.15 -0.04 -0.14
H 0.87930 2.14696 1.01121 0.17 -0.03 -0.06
H -1.00284 0.74614 -0.75154 0.04 0.14 0.09
H -1.48985 0.31643 1.63358 -0.02 0.00 0.04
H -2.69184 1.29664 0.75944 -0.09 0.03 0.08
H -1.49566 2.08288 1.80258 -0.10 -0.01 0.08
C -0.42271 -2.08829 -1.31731 0.33 -0.64 0.02
N -1.37451 -1.28002 -1.28255 -0.82 0.68 -0.14
H 0.44008 -1.83085 -1.91716 0.25 0.03 -0.10
H -0.37260 -3.05212 -0.80202 -0.13 0.05 0.05
H -2.16956 -1.55976 -0.70826 0.21 -0.28 0.04
```
Positions in Å, forces in eV/Å.

Orbital gap = 0.342 Ha
SMILES string = C=C1C[C@H]1NC.C=N
Electronic energy = -345.21160 Ha
Relative energy (zero: lowest compared OMol25 entry of this formula, charge and spin) = 72.95 kcal/mol

Atomic partial charges in e from the natural (NBO) method, atoms 1 to 8: number 1, C, carries -0.412; number 2, C, carries -0.001; number 3, C, carries -0.465; number 4, C, carries -0.076; number 5, N, carries -0.623; number 6, C, carries -0.410; number 7, H, carries 0.198; number 8, H, carries 0.193

=====

[4]
The following is a quantum chemistry calculation of C8H13F4GaIO3 as an isolated structure at a distorted geometry, from the Open Molecules 2025 dataset.

```
30
Properties=species:S:1:pos:R:3:forces:R:3
C 1.03787 1.35874 -0.02842 0.69 -0.66 0.20
C 0.86874 0.20286 1.01184 0.96 1.75 0.06
F 1.58519 -0.92749 0.46500 -0.83 0.10 0.02
Ga 1.91939 0.80101 2.71250 -0.63 -0.65 0.40
C 3.91708 0.40565 2.36403 1.05 0.61 -0.71
C 4.80921 1.67456 2.23070 -2.12 -3.02 0.19
O 4.50303 2.73585 2.56506 0.53 2.15 0.32
I 6.79012 1.28670 1.29207 0.52 0.05 -0.20
H 0.56712 2.30496 0.31394 0.10 -0.72 -0.24
H 0.72314 1.07409 -1.05842 -0.02 0.29 0.58
H 2.13670 1.56388 -0.07675 -0.72 -0.05 -0.11
H -0.19327 -0.03341 1.22886 0.59 -0.37 -0.51
H 1.58746 2.29727 3.15753 0.04 0.06 -0.17
H 1.45804 -0.23411 3.88056 0.12 0.03 0.03
H 3.99866 -0.14920 1.40207 0.18 0.12 0.73
H 4.36683 -0.19712 3.18278 -0.22 0.24 -0.56
C -3.25289 -2.80553 -2.73433 -0.12 0.27 -0.20
C -2.69371 -2.37478 -1.39390 -0.10 -0.65 -0.04
O -2.20219 -1.02776 -1.45175 0.00 0.55 0.09
C -3.11650 -0.06400 -1.34969 -0.10 -1.12 0.06
O -4.29517 -0.24083 -1.22099 0.11 0.47 -0.03
C -2.43369 1.30543 -1.37725 0.75 1.31 0.02
F -1.51482 1.39468 -2.35419 -0.31 -0.32 0.04
F -1.80689 1.55334 -0.21970 -0.49 -0.33 -0.16
F -3.30523 2.30551 -1.57843 -0.15 -0.50 0.04
H -2.50809 -2.66959 -3.52060 0.06 -0.11 0.08
H -3.55153 -3.85421 -2.70619 0.05 0.02 0.04
H -4.12206 -2.20647 -3.00962 -0.03 -0.06 0.10
H -1.84170 -3.00042 -1.13029 0.14 0.30 0.01
H -3.43086 -2.47963 -0.59642 -0.03 0.23 -0.07
```
Positions in Å, forces in eV/Å.

Orbital gap = 0.266 Ha
Charge = -1
Electronic energy = -3160.31030 Ha

Atomic partial charges in e from the natural (NBO) method, atoms 1 to 8: number 1, C, carries -0.658; number 2, C, carries -0.183; number 3, F, carries -0.432; number 4, Ga, carries 0.805; number 5, C, carries -0.972; number 6, C, carries 0.571; number 7, O, carries -0.499; number 8, I, carries -0.200